Version one
16
Properties=species:S:1:pos:R:3:nbo_charge:R:1 method="wB97M-V/def2-TZVPD" e_lumo_ev=0.694 homo_ev=-8.76 orbital_gap_ev=9.5 smiles="O=C1[C@@H]2CSC[C@H]1C2" spin_multiplicity=1
C -0.840 -0.987 0.206 0.628
C -1.122 0.454 -0.209 -0.356
C -0.365 0.630 -1.513 -0.531
C 1.587 -0.579 0.075 -0.522
C 0.410 -0.552 0.992 -0.354
C -0.339 0.815 1.062 -0.402
H -2.187 0.744 -0.264 0.237
H -0.594 -0.190 -2.234 0.226
H -0.581 1.557 -2.042 0.237
H 2.533 -0.323 0.599 0.236
H 1.713 -1.575 -0.429 0.229
H 0.544 -1.121 1.908 0.237
H 0.273 1.722 1.123 0.229
H -1.025 0.850 1.999 0.224
O -1.435 -2.024 0.051 -0.515
S 1.429 0.580 -1.325 0.195


Version two
16
Properties=species:S:1:pos:R:3:nbo_charge:R:1 method="wB97M-V/def2-TZVPD" e_lumo_ev=0.741 homo_ev=-8.81 orbital_gap_ev=9.5 smiles="O[C@H]1[C@@H]2C=CC[C@]12S" spin_multiplicity=1
C -0.166 1.187 -0.473 0.121
C 0.513 0.725 0.798 -0.302
C 1.972 0.479 0.697 -0.191
C 2.254 -0.487 -0.183 -0.189
C 1.014 -1.118 -0.768 -0.445
C -0.122 -0.293 -0.142 -0.209
H -2.011 1.308 -0.072 0.478
H 0.479 1.504 -1.276 0.190
H 0.064 0.980 1.769 0.234
H 2.711 1.036 1.243 0.219
H 3.254 -0.797 -0.463 0.214
H 0.916 -2.183 -0.468 0.223
H 0.975 -1.035 -1.856 0.223
H -1.444 -1.450 1.484 0.130
O -1.348 1.891 -0.425 -0.690
S -1.684 -1.091 0.216 -0.008


Version three
16
Properties=species:S:1:pos:R:3:nbo_charge:R:1 method="wB97M-V/def2-TZVPD" e_lumo_ev=0.607 homo_ev=-8.50 orbital_gap_ev=9.1 spin_multiplicity=1
C -1.300 -1.213 0.467 -0.072
C -0.200 -0.188 0.195 -0.165
C 1.256 -0.588 0.035 -0.401
C 1.536 0.976 0.140 -0.326
C 0.728 1.471 -1.048 -0.217
C -0.382 0.757 -1.023 -0.203
H -2.588 0.054 1.253 0.470
H -1.304 -1.976 -0.409 0.191
H -1.092 -1.743 1.438 0.177
H 1.524 -1.072 -0.928 0.207
H 1.669 -1.091 0.902 0.218
H 2.632 1.297 0.340 0.240
H 1.079 2.188 -1.744 0.224
H -1.260 0.740 -1.677 0.238
O -2.592 -0.629 0.525 -0.715
S 0.296 1.017 1.535 0.135


Version four
16
Properties=species:S:1:pos:R:3:nbo_charge:R:1 method="wB97M-V/def2-TZVPD" e_lumo_ev=0.798 homo_ev=-8.45 orbital_gap_ev=9.2 smiles="O[C@@]12C=C[C@@H](C1)SC2" spin_multiplicity=1
C 0.572 0.502 -0.246 0.206
C -0.705 1.369 -0.236 -0.536
C -0.680 -1.000 0.983 -0.315
C 0.553 -0.179 1.148 -0.419
C -0.445 -1.587 -0.388 -0.193
C 0.286 -0.715 -1.147 -0.235
H 1.778 1.435 -1.390 0.467
H -0.453 2.255 0.346 0.230
H -1.093 1.600 -1.211 0.221
H -0.969 -1.701 1.796 0.245
H 1.444 -0.827 1.270 0.227
H 0.482 0.509 1.939 0.218
H -0.996 -2.449 -0.768 0.221
H 0.465 -0.765 -2.245 0.223
O 1.771 1.209 -0.461 -0.692
S -2.011 0.344 0.609 0.134


The data favor version four; the next most stable structure lies 1.3 kcal/mol above it.


Version one
16
Properties=species:S:1:pos:R:3:nbo_charge:R:1 method="wB97M-V/def2-TZVPD" e_lumo_ev=0.748 homo_ev=-9.19 orbital_gap_ev=9.9 smiles="S[C@@H]1C=CC[C@]12CO2" spin_multiplicity=1
C -0.865 -0.119 0.669 -0.378
C -0.921 1.388 0.671 -0.208
C 0.018 1.921 -0.104 -0.160
C 0.900 0.878 -0.734 -0.471
C 0.491 -0.382 0.010 0.207
C 1.005 -1.726 -0.269 -0.102
H -2.172 -2.034 0.089 0.119
H -0.890 -0.532 1.684 0.243
H -1.681 1.947 1.242 0.226
H 0.151 2.984 -0.312 0.217
H 0.706 0.800 -1.831 0.225
H 1.956 1.057 -0.609 0.236
H 0.408 -2.608 -0.018 0.182
H 1.724 -1.851 -1.073 0.185
O 1.476 -0.982 0.852 -0.491
S -2.305 -0.741 -0.267 -0.029


Version two
16
Properties=species:S:1:pos:R:3:nbo_charge:R:1 method="wB97M-V/def2-TZVPD" e_lumo_ev=-0.773 homo_ev=-8.51 orbital_gap_ev=7.7 spin_multiplicity=1
C 0.109 -1.597 0.076 -0.105
C -0.826 -0.573 -0.347 -0.147
C -1.918 -0.907 -1.002 -0.318
C -0.279 0.811 -0.154 -0.132
C 1.086 1.130 0.138 -0.271
C 1.266 2.619 0.258 -0.318
H 0.123 -2.272 2.202 0.444
H -0.209 -2.613 0.197 0.198
H 0.984 -1.567 -0.485 0.195
H -2.338 -1.882 -1.188 0.204
H -2.525 -0.294 -2.034 0.198
H -1.296 1.667 0.057 0.231
H 1.949 0.305 0.260 0.273
H 0.442 3.298 0.081 0.211
O 0.719 -1.371 1.419 -0.712
S 2.712 3.245 0.522 0.051


Version three
16
Properties=species:S:1:pos:R:3:nbo_charge:R:1 method="wB97M-V/def2-TZVPD" e_lumo_ev=0.839 homo_ev=-8.87 orbital_gap_ev=9.7 spin_multiplicity=1
C 0.079 1.329 0.564 -0.451
C 0.962 0.107 0.850 -0.329
C 0.055 -1.152 0.863 -0.447
C -0.659 -1.071 -0.494 0.078
C -0.651 0.941 -0.732 0.078
C 0.240 -0.169 -1.372 -0.402
H -0.668 1.485 1.370 0.229
H 0.736 2.227 0.425 0.226
H 1.622 0.194 1.751 0.241
H -0.688 -1.152 1.663 0.227
H 0.662 -2.051 0.900 0.221
H -1.051 -2.026 -0.857 0.199
H -1.028 1.756 -1.312 0.198
H 0.168 -0.283 -2.479 0.250
O -1.673 -0.040 -0.434 -0.526
S 1.894 -0.093 -0.706 0.208


The data favor version three; the next most stable structure lies 19.1 kcal/mol above it.


Version one
22
Properties=species:S:1:pos:R:3:nbo_charge:R:1 method="wB97M-V/def2-TZVPD" e_lumo_ev=0.890 homo_ev=-9.58 orbital_gap_ev=10.5 smiles="[H]/N=C(/O)[C@H]1CC[C@H]1[C@H]1CN1" spin_multiplicity=1
N 2.696 1.187 -0.780 -0.704
C 2.051 0.443 0.035 0.573
C 1.133 -0.692 -0.311 -0.307
C 0.525 -1.584 0.790 -0.396
C -0.811 -1.576 0.017 -0.411
C -0.318 -0.354 -0.796 -0.200
C -0.844 1.004 -0.390 -0.094
C -2.286 1.230 -0.155 -0.259
N -1.334 1.302 0.954 -0.588
H 1.632 -1.297 -1.080 0.221
H 1.008 -2.556 0.955 0.212
H 0.454 -1.057 1.749 0.223
H -0.929 -2.456 -0.626 0.216
H -1.732 -1.461 0.606 0.201
H -0.438 -0.438 -1.885 0.216
H -0.277 1.832 -0.829 0.207
H -2.744 2.177 -0.448 0.202
H -2.951 0.363 -0.202 0.190
H -1.387 0.463 1.527 0.349
O 2.019 0.822 1.316 -0.693
H 2.616 0.835 -1.732 0.337
H 1.916 1.812 1.285 0.506


Version two
22
Properties=species:S:1:pos:R:3:nbo_charge:R:1 method="wB97M-V/def2-TZVPD" e_lumo_ev=0.767 homo_ev=-9.31 orbital_gap_ev=10.1 smiles="[H]/N=C(/O)CN[C@@H]1C=CCC1" spin_multiplicity=1
N -2.558 -1.479 0.443 -0.696
C -1.532 -2.070 -0.036 0.541
C -0.181 -1.443 -0.278 -0.300
N -0.290 -0.027 -0.547 -0.627
C 0.976 0.699 -0.476 -0.083
C 0.855 2.111 -1.080 -0.400
C 1.737 3.021 -0.203 -0.439
C 1.854 2.240 1.082 -0.171
C 1.436 0.979 0.939 -0.203
H 0.422 -1.595 0.631 0.220
H 0.318 -2.024 -1.075 0.189
H -0.701 0.112 -1.466 0.364
H 1.772 0.130 -1.004 0.167
H 1.126 2.137 -2.143 0.211
H -0.196 2.426 -0.993 0.213
H 2.734 3.177 -0.649 0.209
H 1.301 4.020 -0.055 0.215
H 2.278 2.657 1.997 0.212
H 1.459 0.219 1.722 0.211
O -1.445 -3.383 0.190 -0.694
H -2.439 -0.470 0.347 0.358
H -1.947 -3.490 1.075 0.503


Version three
22
Properties=species:S:1:pos:R:3:nbo_charge:R:1 method="wB97M-V/def2-TZVPD" e_lumo_ev=0.690 homo_ev=-9.22 orbital_gap_ev=9.9 smiles="C[C@]1(C#N)C=CCCN1.O" spin_multiplicity=1
C 2.036 -2.099 -0.734 -0.588
C 1.708 -1.101 0.386 -0.026
N 0.718 -1.674 1.272 -0.648
C 0.598 -1.088 2.592 -0.211
C 1.915 -1.225 3.348 -0.451
C 3.069 -0.831 2.472 -0.148
C 2.971 -0.730 1.144 -0.192
C 1.148 0.146 -0.267 0.381
N 1.020 1.332 -0.383 -0.444
H 2.510 -2.980 -0.282 0.224
H 1.116 -2.418 -1.243 0.222
H 2.722 -1.656 -1.467 0.224
H 0.004 -2.269 0.872 0.398
H 0.337 -0.016 2.514 0.179
H -0.217 -1.590 3.129 0.212
H 1.902 -0.599 4.253 0.220
H 2.053 -2.263 3.695 0.219
H 4.019 -0.586 2.954 0.215
H 3.818 -0.406 0.536 0.223
O -0.953 0.151 -1.247 -1.000
H -0.529 1.251 -1.097 0.525
H -1.159 -0.343 -0.436 0.465


The data favor version two; the next most stable structure lies 18.6 kcal/mol above it.


Version one
6
Properties=species:S:1:pos:R:3:nbo_charge:R:1 method="wB97M-V/def2-TZVPD" e_lumo_ev=1.035 homo_ev=-9.90 orbital_gap_ev=10.9 spin_multiplicity=1
C -0.665 0.063 -0.002 0.143
C 0.660 0.074 0.008 0.136
H -1.251 0.997 -0.006 0.176
H 1.255 0.968 -0.002 0.177
F -1.374 -1.051 0.003 -0.312
F 1.375 -1.051 -0.001 -0.320


Version two
6
Properties=species:S:1:pos:R:3:nbo_charge:R:1 method="wB97M-V/def2-TZVPD" e_lumo_ev=1.159 homo_ev=-9.69 orbital_gap_ev=10.8 smiles="F/C=C/F" spin_multiplicity=1
C 0.592 -0.320 -0.131 0.124
C -0.499 0.432 0.207 0.155
F 0.325 -1.193 -1.105 -0.333
F -0.698 1.248 1.212 -0.306
H 1.727 -0.244 0.011 0.194
H -1.446 0.077 -0.194 0.166


The data favor version one; the next most stable structure lies 11.8 kcal/mol above it.